[1]
Computed, not measured: the molecule C4H7NO2 in a non-equilibrium geometry, with the ωB97M-V functional and the def2-TZVPD basis.

ΔE to the lowest compared entry with this formula, charge and spin ... 56.9 kcal/mol
Orbital gap ... 8.0680 eV
Total energy ... -361.79019 Eh
LUMO level ... 0.53 eV
Structure (SMILES) ... C/C(O)=C(\N)C=O
Largest force on an atom ... 2.34 eV/Å

```
! RIJCOSX wB97M-V def2-TZVPD def2/J DEFGRID3
* xyz 0 1
C -1.12 1.00 -0.89
C -0.60 0.16 0.24
O -1.47 -0.10 1.26
C 0.70 -0.29 0.27
N 1.78 0.38 -0.31
C 0.79 -1.71 0.65
O -0.20 -2.45 0.69
H -2.06 0.55 -1.25
H -1.31 2.04 -0.61
H -0.44 0.99 -1.75
H -2.35 0.24 1.05
H 2.68 -0.06 -0.10
H 1.80 1.36 -0.06
H 1.81 -2.12 0.81
*
```

***

[2]
Computed, not measured: a cluster of 2 separate species, H3N3O2 in total in a non-equilibrium geometry, with the ωB97M-V functional and the def2-TZVPD basis.

ΔE to the lowest compared entry with this formula, charge and spin ... 12.5 kcal/mol
Orbital gap ... 10.5133 eV
Total energy ... -316.38695 Eh
LUMO level ... 0.34 eV
Structure (SMILES) ... [H]/N=N\[H].O=NO
Largest force on an atom ... 1.44 eV/Å

```
! RIJCOSX wB97M-V def2-TZVPD def2/J DEFGRID3
* xyz 0 1
H -2.89 -0.80 -0.16
N -1.85 -0.59 -0.11
N -1.60 0.62 -0.08
H -2.46 1.22 -0.12
O 3.58 0.10 -0.43
N 2.73 0.12 0.40
O 1.59 -0.53 -0.02
H 0.89 -0.13 0.53
*
```

***

[3]
Computed, not measured: a cluster of 2 separate species, C5H13N2 in total in a non-equilibrium geometry, with the ωB97M-V functional and the def2-TZVPD basis.

ΔE to the lowest compared entry with this formula, charge and spin ... 76.9 kcal/mol
Orbital gap ... 8.8578 eV
Total energy ... -307.49911 Eh
LUMO level ... -4.28 eV
Largest force on an atom ... 4.77 eV/Å

```
! RIJCOSX wB97M-V def2-TZVPD def2/J DEFGRID3
* xyz 1 1
C -3.43 -0.31 1.05
C 2.18 -0.51 -1.41
C 2.89 0.72 0.71
C -2.36 0.26 -0.98
C 1.82 0.02 -0.07
N -2.37 0.28 0.27
N 0.76 -0.29 0.61
H -3.97 0.42 1.64
H -4.33 -0.89 0.60
H 3.14 -1.11 -1.33
H 1.24 -1.02 -1.89
H 2.46 0.36 -1.97
H 2.73 0.49 1.68
H 2.54 1.71 0.60
H 3.89 0.62 0.16
H -3.29 0.14 -1.76
H -1.44 0.67 -1.36
H 0.53 0.09 1.56
H -0.03 -0.74 0.14
H -2.97 -0.91 1.73
*
```

***

[4]
Computed, not measured: a cluster of 2 separate species, C4H3F3O in total in a non-equilibrium geometry, with the ωB97M-V functional and the def2-TZVPD basis.

Expectation value of S² ... 2.0083
ΔE to the lowest compared entry with this formula, charge and spin ... 0.0 kcal/mol
Orbital gap (alpha / beta) ... 8.2100 / 6.2609 eV
Total energy ... -528.79870 Eh
LUMO level (alpha / beta) ... 0.79 / -3.74 eV
Largest force on an atom ... 8.11 eV/Å

```
! RIJCOSX wB97M-V def2-TZVPD def2/J DEFGRID3
* xyz 0 3
C -0.12 -1.62 -1.36
C -0.57 -1.58 -0.07
C -0.39 -0.31 0.76
C 1.32 2.72 0.63
O 0.29 0.64 0.78
F -1.06 -0.51 1.94
F 1.09 3.22 -0.50
F 0.36 3.14 1.37
H -0.23 -2.50 -1.99
H 0.34 -0.77 -1.92
H -1.01 -2.43 0.38
*
```

***

[5]
Computed, not measured: a cluster of 3 separate species, C22H34ClF5N3O7P3S2 in total in a non-equilibrium geometry, with the ωB97M-V functional and the def2-TZVPD basis.

ΔE to the lowest compared entry with this formula, charge and spin ... 245.3 kcal/mol
Orbital gap ... 6.7208 eV
Total energy ... -4329.14849 Eh
LUMO level ... -1.30 eV
Structure (SMILES) ... CCP(CC)[C@]1(CCCCO)C(=O)N[C@@](Cl)(S(=O)(=O)C(F)(F)C(F)(F)F)[C@@]1([PH2]=O)P(O)(O)=S.c1cc[nH]c1.c1cc[nH]c1
Largest force on an atom ... 10.36 eV/Å

```
! RIJCOSX wB97M-V def2-TZVPD def2/J DEFGRID3
* xyz 0 1
C -3.75 3.94 2.12
C -2.23 4.03 2.76
P -1.58 2.43 3.54
C -0.14 2.68 4.75
C -0.80 3.16 6.21
C -1.31 1.01 2.30
C -2.84 0.42 2.13
C -2.96 -1.03 1.40
C -3.32 -2.25 2.49
C -4.83 -2.14 3.12
O -5.75 -1.27 2.38
C -0.66 -0.17 3.29
O -0.89 -0.44 4.57
N 0.24 -0.91 2.33
C 0.88 0.17 1.49
Cl 2.06 0.91 2.77
S 1.92 -0.72 0.22
O 1.29 -2.07 -0.31
O 2.20 0.11 -1.09
C 3.65 -1.22 0.84
F 4.57 -0.04 0.99
F 4.24 -2.01 -0.30
C 3.63 -2.23 2.12
F 4.73 -3.23 1.87
F 4.06 -1.53 3.40
F 2.40 -3.02 2.29
C -0.33 1.20 1.00
P 0.61 2.87 0.98
O 1.97 2.87 0.17
P -1.00 1.11 -0.78
O -0.01 2.00 -1.96
O -1.08 -0.53 -1.44
S -2.79 1.94 -1.00
H -4.39 3.07 2.61
H -4.29 4.94 2.42
H -3.75 3.90 0.94
H -2.30 4.84 3.63
H -1.55 4.52 1.94
H 0.59 3.55 4.43
H 0.50 1.73 5.00
H -1.96 3.38 6.10
H -0.56 2.34 7.02
H -0.25 4.15 6.57
H -3.61 1.20 1.66
H -3.24 0.26 3.25
H -3.85 -1.00 0.61
H -2.01 -1.40 0.83
H -3.24 -3.29 1.92
H -2.53 -2.26 3.35
H -4.77 -1.77 4.24
H -5.27 -3.25 3.18
H -6.36 -0.88 3.11
H -0.13 -1.77 1.86
H -0.26 3.83 0.29
H 0.87 3.44 2.27
H -0.62 2.53 -2.56
H -1.10 -0.41 -2.45
C 4.31 -3.49 -5.24
C 5.55 -2.80 -5.11
C 5.38 -1.84 -4.14
N 4.08 -1.92 -3.69
C 3.43 -2.92 -4.35
H 4.10 -4.31 -5.92
H 6.46 -2.99 -5.66
H 6.06 -1.11 -3.74
H 3.68 -1.32 -2.98
H 2.40 -3.15 -4.13
C -0.03 -0.52 -7.92
C -0.26 -1.87 -7.55
C 0.75 -2.24 -6.70
N 1.59 -1.17 -6.54
C 1.12 -0.11 -7.27
H -0.63 0.09 -8.58
H -1.08 -2.50 -7.88
H 0.94 -3.18 -6.19
H 2.42 -1.16 -5.96
H 1.64 0.83 -7.28
*
```

***

[6]
Computed, not measured: the molecule C4H6N2O2 in a non-equilibrium geometry, with the ωB97M-V functional and the def2-TZVPD basis.

ΔE to the lowest compared entry with this formula, charge and spin ... 150.0 kcal/mol
Orbital gap ... 9.3449 eV
Total energy ... -415.80158 Eh
LUMO level ... 0.72 eV
Structure (SMILES) ... C1ON=C2NOC[C@@H]12
Largest force on an atom ... 4.05 eV/Å

```
! RIJCOSX wB97M-V def2-TZVPD def2/J DEFGRID3
* xyz 0 1
C -0.83 0.03 1.64
O -1.11 1.50 1.07
N -0.76 1.55 -0.24
C -0.25 0.40 -0.63
N 0.66 0.01 -1.62
O 1.16 -1.25 -1.23
C 1.10 -1.22 0.25
C -0.28 -0.69 0.40
H -0.03 -0.06 2.62
H -2.00 -0.34 1.85
H 1.50 0.76 -1.58
H 1.94 -0.66 0.71
H 1.42 -2.29 0.52
H -0.99 -1.45 0.19
*
```

***

[7]
Computed, not measured: the molecule C4H6OS in a non-equilibrium geometry, with the ωB97M-V functional and the def2-TZVPD basis.

ΔE to the lowest compared entry with this formula, charge and spin ... 91.4 kcal/mol
Orbital gap ... 9.9981 eV
Total energy ... -629.30153 Eh
LUMO level ... 0.84 eV
Largest force on an atom ... 4.26 eV/Å

```
! RIJCOSX wB97M-V def2-TZVPD def2/J DEFGRID3
* xyz 0 1
C 0.70 -2.00 0.31
C -1.53 1.58 -0.34
C 0.31 -1.04 -0.53
C -0.38 1.32 0.25
O 2.42 0.41 0.50
S 1.36 0.48 -0.52
H 0.05 -2.95 0.38
H 1.46 -1.68 1.04
H -2.19 2.13 0.35
H -1.63 1.49 -1.34
H -0.36 -1.04 -1.36
H -0.21 1.31 1.26
*
```